Below is a 8-piece molecular cluster, C44H63IN11O overall, with properties calculated with ωB97M-V with the def2-TZVPD basis set.

Calculated values
* frontier orbital gap: 4.9 eV
* energy above the lowest of the compared OMol25 structures with the same formula, charge and spin: 141.2 kcal per mole
* highest occupied orbital energy: -9.3453 eV
* calculated total energy: -73174.703 eV
* charge: +1

XYZ file:
```
120
Properties=species:S:1:pos:R:3:forces:R:3:lowdin_charge:R:1
C -4.994084 0.468382 2.425923 -1.2501 0.2369 -0.2512 -0.119
C -5.587478 -0.830699 1.660445 0.1294 0.3361 0.2894 -0.229
C -4.503951 -2.046960 1.534242 0.1492 1.2172 0.7383 -0.113
C -3.044230 -1.355687 1.591122 0.9661 -0.0314 -0.9775 -0.111
N -2.286390 -1.537016 2.767039 -1.6131 1.3450 -4.1089 0.160
N -1.103861 -0.932258 2.822356 3.0834 1.9949 -0.7241 -0.097
C -0.361789 -1.128565 4.134268 -0.0931 -0.5203 1.8122 -0.113
C 0.704792 -2.326122 4.080394 -0.0412 0.6893 0.3643 -0.243
N 0.073738 -3.571664 3.526432 1.6319 0.7224 -0.0345 -0.013
C -0.415721 -0.132549 1.860016 -2.9314 -0.1965 -3.0931 -0.041
C 1.007072 0.555805 2.018583 -0.0357 0.4782 0.4384 -0.036
C 2.028060 0.263662 0.825514 1.3524 -0.6369 -3.3677 -0.362
O 1.785490 0.364187 -0.402566 -0.6611 -0.2848 4.2793 0.039
N 3.425183 -0.118219 1.204122 -1.0528 2.3148 -1.3769 -0.152
C 3.993510 1.197256 1.748042 0.4832 1.1138 0.8087 -0.073
C 4.223764 -0.339327 -0.064245 1.0439 -0.6838 -0.8897 -0.126
C -1.159318 0.143792 0.495782 -2.6574 -2.7604 2.5198 0.134
C -2.573066 -0.525627 0.322262 2.8962 0.6279 2.9564 -0.033
C -3.428441 -0.366091 -1.005982 0.7018 -0.4740 -0.4263 -0.148
C -2.791038 -1.349395 -2.131152 -0.2420 -0.5595 -0.3317 -0.299
C -3.743664 -1.459445 -3.430403 0.9335 0.9002 0.4250 -0.594
I -4.974958 -3.282978 -3.336564 1.0224 1.0831 0.0563 0.857
H -5.911627 1.145250 2.624898 1.5724 -1.0256 -0.1686 0.093
H -4.293822 1.092798 1.767250 -0.8030 -1.0384 1.0506 0.071
H -4.516002 0.204389 3.440977 -0.6580 0.3827 -1.6868 0.086
H -6.523984 -1.144975 2.256877 1.5958 0.1770 -1.0536 0.108
H -5.946043 -0.551866 0.614339 0.4043 -0.1852 1.5105 0.085
H -4.658751 -2.630493 0.565410 0.4205 0.8270 1.2896 0.109
H -4.691977 -2.733778 2.426515 0.8050 0.8682 -1.2513 0.122
H 0.105091 -0.135040 4.487294 -0.6888 -1.5904 -0.8757 0.133
H -1.126139 -1.404252 4.955957 0.9314 0.4273 -1.7483 0.146
H 1.024797 -2.527935 5.171508 -0.4465 0.4931 -1.7842 0.139
H 1.614750 -1.991488 3.470540 -1.0450 -0.3975 0.9077 0.104
H 0.655243 -4.345915 3.898893 -0.7476 0.4359 -0.4154 0.076
H 0.275042 -3.537943 2.511691 -0.3915 -0.3670 0.6729 0.068
H 0.818019 1.698779 2.007463 0.2085 -1.7991 -0.0831 0.154
H 1.553379 0.342963 2.994361 -0.9177 0.0630 -1.3494 0.112
H 4.296578 1.117849 2.845154 -0.6336 0.1278 -1.4296 0.101
H 4.937931 1.519867 1.173827 -1.5310 -0.7134 0.8597 0.109
H 3.239912 2.059826 1.578136 1.3107 -1.2180 0.5334 0.088
H 5.309848 -0.632168 0.204904 -1.8705 0.4528 -0.0624 0.117
H 3.811119 -1.179789 -0.713415 0.3535 1.1475 1.0380 0.101
H 4.315468 0.611805 -0.699746 -0.3918 -1.3295 0.9363 0.085
H -0.695718 0.780947 -0.332114 -0.5731 -1.0776 1.5020 0.128
H -4.525619 -0.659959 -0.913362 1.5753 0.3166 0.3445 0.099
H -3.418195 0.719655 -1.398788 0.2314 -1.6733 0.8056 0.145
H -1.757978 -1.017423 -2.486208 -1.3494 -0.1508 0.6438 0.109
H -2.659387 -2.417824 -1.717783 -0.1810 1.7447 -0.3781 0.088
H -3.079566 -1.523505 -4.354829 -1.1670 -0.0067 1.1806 0.046
H -4.425795 -0.542887 -3.496777 0.8512 -1.5071 -0.0559 0.067
N 3.596871 -4.576990 1.847425 0.0557 -0.0202 -0.0088 -0.005
C 4.324818 -5.689296 1.515587 0.0338 -0.1230 -0.0483 -0.134
C 5.378426 -5.287552 0.732138 -0.1042 -0.2340 0.1198 -0.101
C 5.287151 -3.880369 0.590119 -0.1527 0.2148 0.0519 -0.107
C 4.180009 -3.468724 1.290954 -0.0587 0.1236 -0.0557 -0.153
H 2.764091 -4.574457 2.412594 0.2052 -0.0335 -0.0934 0.119
H 4.029853 -6.667632 1.863610 0.0633 0.0808 -0.0609 0.109
H 6.132481 -5.934489 0.309023 -0.0822 0.0591 0.0579 0.097
H 5.958066 -3.239635 0.036759 -0.0525 -0.0684 0.0571 0.089
H 3.757329 -2.486812 1.440814 0.0929 -0.0828 0.0268 0.067
N -8.997039 -2.164558 1.124780 0.0476 0.0643 0.0445 -0.004
C -8.802779 -1.559196 -0.089055 0.0597 0.0313 -0.0778 -0.173
C -9.839529 -0.682595 -0.295972 0.2463 -0.0239 -0.1242 -0.105
C -10.687622 -0.756892 0.836846 -0.0354 -0.0881 0.2545 -0.103
C -10.141618 -1.676989 1.697907 -0.0814 0.0146 0.0529 -0.135
H -8.392570 -2.859033 1.532411 -0.1793 0.0753 -0.0968 0.139
H -7.946667 -1.805487 -0.699663 -0.1176 -0.0081 -0.0196 0.097
H -9.972329 -0.056318 -1.165838 0.0084 -0.0883 0.0674 0.096
H -11.596821 -0.198569 1.003876 0.0913 -0.0702 -0.0127 0.095
H -10.468300 -2.026946 2.665467 -0.0113 0.0358 -0.1145 0.107
N 3.361544 5.109239 3.375970 -0.0110 -0.0218 0.0115 -0.005
C 4.540446 5.572936 3.896897 0.0719 -0.0048 0.0357 -0.136
C 5.399843 5.813495 2.852420 0.0257 0.0374 0.2934 -0.110
C 4.712638 5.488724 1.656591 -0.2035 -0.1128 -0.1644 -0.106
C 3.456669 5.059827 2.009846 -0.0061 -0.0989 -0.0724 -0.166
H 2.551464 4.846730 3.913143 0.1544 0.1385 -0.0787 0.141
H 4.666074 5.689834 4.962737 0.0216 -0.0138 -0.1080 0.108
H 6.411047 6.183670 2.939322 -0.0863 -0.0343 -0.0147 0.089
H 5.094573 5.561491 0.648822 -0.0386 0.0077 0.0982 0.096
H 2.624673 4.723510 1.409069 0.0727 0.0981 0.0069 0.099
N -0.555515 -3.114304 -4.747081 -0.0882 0.1052 0.0380 -0.006
C 0.622249 -2.650728 -4.222139 0.0754 0.0454 0.0836 -0.154
C 1.481911 -2.403499 -5.264228 -0.0132 0.0555 0.2720 -0.109
C 0.796446 -2.723974 -6.462325 -0.2301 -0.0644 -0.1191 -0.103
C -0.459012 -3.157034 -6.112880 -0.0075 -0.0179 -0.1104 -0.136
H -1.366662 -3.381435 -4.211623 0.1764 -0.0599 -0.1365 0.122
H 0.746640 -2.538833 -3.155318 0.0453 -0.0367 -0.0918 0.098
H 2.492027 -2.031972 -5.174443 -0.0957 -0.0466 -0.0090 0.091
H 1.179216 -2.645808 -7.469113 -0.0487 -0.0169 0.1049 0.096
H -1.289318 -3.492191 -6.716018 0.1122 0.0113 0.0333 0.109
N 5.787882 1.194573 -3.199031 -0.0025 0.0017 0.0121 -0.010
C 6.317485 2.455217 -3.282906 0.0238 0.1078 0.0547 -0.145
C 7.653519 2.334628 -3.576976 -0.1784 0.1971 0.0482 -0.109
C 7.940062 0.950744 -3.680091 -0.0759 -0.2545 0.0206 -0.109
C 6.769903 0.271539 -3.444966 0.0588 -0.1023 0.0418 -0.146
H 4.826481 0.979896 -2.990132 0.1684 0.0418 -0.1388 0.129
H 5.699737 3.326381 -3.125044 0.0877 -0.0622 -0.0359 0.103
H 8.347646 3.151989 -3.705032 -0.0813 -0.0781 0.0050 0.094
H 8.896603 0.501361 -3.902487 -0.1071 0.0379 0.0133 0.094
H 6.551775 -0.785775 -3.430203 0.0535 0.0934 -0.0251 0.104
N -8.851936 -4.063360 -5.375172 -0.0414 -0.0371 0.0359 0.002
C -8.442625 -3.766958 -4.102187 0.0035 -0.0273 0.0465 -0.188
C -9.563203 -3.565284 -3.333007 0.2599 -0.0186 0.0769 -0.106
C -10.689724 -3.752500 -4.171616 -0.1190 -0.0520 -0.2290 -0.106
C -10.220405 -4.061571 -5.424885 -0.0373 0.0289 -0.0272 -0.136
H -8.241729 -4.253777 -6.153371 -0.1308 0.0213 0.1416 0.146
H -7.391639 -3.723570 -3.854079 -0.5937 -0.0094 -0.1319 -0.087
H -9.571159 -3.312146 -2.282639 -0.0203 -0.0141 -0.0983 0.074
H -11.729017 -3.670846 -3.889464 0.1055 -0.0124 -0.0378 0.094
H -10.740675 -4.278532 -6.345490 0.0245 0.0364 0.1092 0.108
N 7.241887 9.078899 3.704844 0.0334 0.0224 -0.0078 -0.003
C 8.420424 9.542588 4.226302 0.0711 -0.0117 0.0458 -0.142
C 9.280012 9.783015 3.182378 0.0095 0.0284 0.2713 -0.112
C 8.592981 9.457915 1.986388 -0.2031 -0.0869 -0.1228 -0.112
C 7.337019 9.029136 2.339629 -0.0294 -0.0602 -0.1040 -0.157
H 6.431173 8.816278 4.241467 0.1327 0.0745 -0.1251 0.139
H 8.545612 9.659613 5.292089 0.0222 -0.0002 -0.1138 0.105
H 10.290820 10.153109 3.269726 -0.1071 -0.0322 0.0032 0.092
H 8.974917 9.530322 0.978712 -0.0508 -0.0015 0.0987 0.091
H 6.505205 8.692609 1.739215 0.0879 0.0436 0.0408 0.101
```
Forces are in eV/Å.

=====

Below is C35H23N7O7SeY as an isolated structure, with properties calculated with ωB97M-V with the def2-TZVPD basis set.

Calculated values
* frontier orbital gap: 6.1 eV
* energy above the lowest of the compared OMol25 structures with the same formula, charge and spin: 23.6 kcal per mole
* highest occupied orbital energy: -4.7972 eV
* calculated total energy: -127830.488 eV
* charge: -1

XYZ file:
```
74
Properties=species:S:1:pos:R:3:forces:R:3:lowdin_charge:R:1
Y -0.455147 -0.283334 -0.892116 -0.5292 1.0045 -0.6293 1.533
O -1.057276 -1.443187 0.860053 -0.4414 -0.4604 0.3373 -0.192
C -2.054164 -2.163876 1.185415 -0.2529 -0.1276 0.1689 -0.350
C -1.883118 -3.253001 2.092757 0.1268 0.0590 0.0507 -0.009
C -2.931508 -4.022460 2.514260 -0.0687 0.0737 -0.0698 -0.098
C -4.239533 -3.769515 2.063998 -0.1150 -0.0965 0.0502 -0.125
C -4.440957 -2.753247 1.168225 0.0320 0.0403 -0.0402 -0.069
C -3.386006 -1.942404 0.704945 0.2331 -0.1884 0.0986 -0.140
C -3.700669 -0.953190 -0.277386 -0.0292 0.2237 -0.0500 -0.106
N -2.913756 -0.101163 -0.834509 -0.3463 -0.0845 -0.1262 -0.061
C -3.530199 0.759226 -1.843426 -0.0630 0.0935 -0.0786 -0.220
C -2.670719 1.992854 -2.088540 -0.1252 -0.0143 0.0139 -0.234
N -1.335677 1.564771 -2.453312 -0.0733 0.0161 0.2189 -0.026
C -0.766078 2.161609 -3.435839 -0.1184 0.0440 -0.0116 -0.099
C 0.516777 1.854738 -3.985846 0.3085 -0.1948 0.0688 -0.148
C 1.107277 2.745773 -4.897789 -0.0595 0.0359 0.1057 -0.074
C 2.376761 2.547598 -5.378014 0.0811 0.0981 -0.0872 -0.129
C 3.102614 1.429010 -4.929177 -0.1112 0.0559 -0.0095 -0.099
C 2.537700 0.507689 -4.089255 0.0110 -0.0799 0.0043 -0.007
C 1.196772 0.647060 -3.616485 -0.1200 0.1407 -0.2237 -0.359
O 0.633036 -0.268378 -2.937893 0.0336 -0.0102 -0.0642 -0.140
H -0.870605 -3.444421 2.427918 -0.0149 -0.0077 0.0074 0.109
H -2.757753 -4.846641 3.196748 0.0427 0.0147 0.0160 0.096
H -5.065861 -4.379770 2.404895 0.0079 0.0007 -0.0215 0.085
H -5.439997 -2.564031 0.786688 0.0052 0.0173 -0.0122 0.101
H -4.759444 -0.942418 -0.572412 -0.0050 0.0306 0.0289 0.125
H -4.540765 1.062270 -1.539168 0.0028 -0.0110 -0.0195 0.112
H -3.615174 0.208300 -2.786928 0.0238 -0.0009 0.0196 0.126
H -2.620376 2.590314 -1.171900 -0.0085 0.0155 -0.0401 0.096
H -3.136481 2.610777 -2.867690 0.0286 0.0248 0.0169 0.110
H -1.285122 3.007731 -3.909786 -0.0540 -0.0511 -0.0182 0.121
H 0.543206 3.623177 -5.202601 -0.0044 -0.0001 0.0093 0.100
H 2.822793 3.248051 -6.072399 -0.0046 0.0087 0.0266 0.083
H 4.127876 1.300928 -5.258127 -0.0042 -0.0540 -0.0018 0.095
H 3.098093 -0.355019 -3.748256 -0.0438 -0.0322 -0.0236 0.107
O 4.681255 -3.893603 -1.652954 0.1149 0.0540 0.0044 0.063
C 3.556743 -3.171354 -1.407782 -0.3220 0.1442 0.0278 -0.285
C 2.285973 -3.715129 -1.557461 0.0576 -0.1217 0.0130 0.065
C 1.190088 -2.914433 -1.296947 -0.1840 -0.0426 -0.0262 -0.144
N 1.333671 -1.666495 -0.868376 1.0424 -0.6722 0.0188 0.033
C 2.544841 -1.119778 -0.766074 -0.0450 0.1591 0.0103 -0.191
C 3.692465 -1.839734 -1.024825 0.2020 -0.0905 0.0198 0.064
C 2.568316 0.380036 -0.401948 0.3820 0.0071 -0.0354 -0.628
O 3.644562 0.853768 -0.048573 -0.0790 -0.0384 -0.0427 0.030
O 1.446997 0.978335 -0.498746 -0.1232 -0.2436 0.0597 -0.127
C -0.258093 -3.361211 -1.613300 0.3171 -0.1802 -0.0796 -0.601
O -0.446516 -4.564869 -1.767803 -0.0188 0.0802 0.0010 0.020
O -1.080424 -2.400863 -1.729023 0.2126 0.2318 0.1380 -0.097
H 4.423064 -4.773825 -1.942050 -0.0228 -0.0625 -0.0174 0.103
H 2.124048 -4.732649 -1.894137 -0.0358 0.0154 -0.0007 0.124
H 4.665362 -1.374949 -0.945553 -0.0471 0.0518 0.0400 0.130
Se 1.600372 4.255290 6.346485 0.0981 0.2084 0.2793 1.070
N 2.430671 2.944395 5.491745 0.1580 -0.2651 -0.2217 -0.239
C 1.627541 2.524383 4.547487 0.0008 0.2518 0.2928 -0.332
C 1.906065 1.401182 3.680409 -0.0563 -0.2484 -0.3494 -0.087
C 3.082213 0.657545 3.796025 -0.1050 0.0296 0.0348 0.003
C 3.203691 -0.500435 3.070346 0.0089 -0.0241 0.0079 -0.026
C 2.135669 -0.882722 2.259204 -0.0773 -0.0490 0.1284 -0.113
N 1.068122 -0.137366 2.054212 -0.0237 0.0880 0.1739 0.142
C 0.940601 0.997864 2.740009 0.3917 -0.0631 0.1194 -0.127
C -0.295436 1.781661 2.543359 -0.3382 0.3622 0.1474 -0.106
N -1.142258 1.445198 1.553326 0.3019 -0.0370 0.0597 0.143
C -2.307562 2.066103 1.493182 -0.0825 -0.0172 -0.0776 -0.122
C -2.698629 3.095793 2.344151 0.0208 0.0551 0.0490 -0.041
C -1.819707 3.495915 3.320361 0.0759 -0.0540 0.0013 -0.006
C -0.600784 2.829239 3.436538 -0.2110 -0.2273 -0.3510 -0.090
C 0.354230 3.200421 4.460650 0.2254 0.1659 0.2606 -0.336
N 0.146547 4.147245 5.339184 -0.2791 -0.0138 -0.2736 -0.244
H 3.851669 0.991961 4.478475 0.0129 0.0035 -0.0035 0.113
H 4.095244 -1.109775 3.120265 -0.0246 -0.0331 0.0384 0.109
H 2.135989 -1.848071 1.767706 0.0822 0.0144 -0.1544 0.118
H -2.985444 1.715687 0.724873 0.0525 0.0062 0.0008 0.083
H -3.661426 3.572109 2.219711 -0.0213 -0.0445 0.0048 0.104
H -2.046230 4.297334 4.010837 -0.0057 0.0158 -0.0123 0.112
```
Forces are in eV/Å.

=====

Below is C2H3Cl2FS as an isolated structure, with properties calculated with ωB97M-V with the def2-TZVPD basis set.

Calculated values
* frontier orbital gap: 9.3 eV
* energy above the lowest of the compared OMol25 structures with the same formula, charge and spin: 50.2 kcal per mole
* highest occupied orbital energy: -9.1211 eV
* calculated total energy: -40717.956 eV

XYZ file:
```
9
Properties=species:S:1:pos:R:3:forces:R:3:lowdin_charge:R:1
C 0.340711 -0.486945 0.641745 3.6859 -4.0170 -1.1517 -0.544
C -0.743861 0.072026 -0.064709 -2.5308 1.6569 -1.0277 -1.337
H 1.400968 1.168561 -0.867666 1.3819 -3.5690 0.4426 -0.132
H 0.161593 -1.701819 0.803326 0.3856 3.4425 -0.1064 0.165
H 0.572453 0.100257 1.519818 0.0193 -0.2613 0.2721 0.081
F -1.771457 0.202028 0.782383 -0.6099 1.3474 1.1100 -0.046
S 1.745648 -0.388626 -0.658926 -0.0830 1.6234 1.0390 0.507
Cl -0.221807 1.755534 -0.776745 -2.2983 0.9803 0.8935 0.578
Cl -1.484249 -0.721015 -1.379230 0.0493 -1.2032 -1.4713 0.728
```
Forces are in eV/Å.

=====

Look up the energy above the lowest of the compared OMol25 structures with the same formula, charge and spin of the second one.
23.6 kcal per mole

=====

Among the records above, which one has the lowest frontier orbital gap?
C44H63IN11O